Record 1
The following is a DFT calculation (ωB97M-V/def2-TZVPD) of 2 unconnected molecules or ions with the total composition C5H14.

The geometry in XYZ format:
```
19
Properties=species:S:1:pos:R:3:nbo_charge:R:1
C -1.54 -1.57 1.94 -0.612
C -2.49 -0.79 1.04 -0.397
C -1.76 -0.30 -0.23 -0.601
H -1.12 -0.96 2.74 0.205
H -0.69 -1.95 1.36 0.199
H -2.00 -2.43 2.43 0.210
H -3.29 -1.44 0.68 0.195
H -2.90 0.05 1.59 0.196
H -1.30 -1.20 -0.63 0.196
H -2.41 0.18 -0.95 0.210
H -0.88 0.29 0.04 0.198
C 2.09 1.83 -1.44 -0.612
C 3.00 0.70 -1.04 -0.614
H 1.17 1.84 -0.86 0.203
H 2.55 2.81 -1.36 0.205
H 1.73 1.78 -2.47 0.204
H 3.06 0.59 0.05 0.205
H 2.76 -0.27 -1.47 0.206
H 4.03 0.81 -1.41 0.203
```

Energy relative to the best compared isomer or geometry (same formula, charge and spin) (kcal per mole): 6.8
2S+1: 1
Charge: 0
HOMO level (eV): -11.42
SMILES: CCC.CC
Molar mass (g/mol): 74.17
E_tot (Ha): -198.87829
Gap between HOMO and LUMO (eV): 12.522

***

Record 2
The following is a DFT calculation (ωB97M-V/def2-TZVPD) of C5H7N in the gas phase.

The geometry in XYZ format:
```
13
Properties=species:S:1:pos:R:3:nbo_charge:R:1
C -0.12 -1.06 1.66 -0.621
C -0.01 -0.27 0.40 -0.092
C 0.96 0.71 0.05 -0.309
C 0.66 1.21 -1.20 -0.063
N -0.46 0.56 -1.63 -0.512
C -0.81 -0.36 -0.67 -0.088
H -0.22 -0.41 2.54 0.214
H -0.98 -1.73 1.64 0.216
H 0.77 -1.68 1.82 0.215
H 1.79 1.02 0.67 0.217
H 1.15 1.96 -1.80 0.208
H -0.87 0.66 -2.55 0.411
H -1.86 -0.62 -0.93 0.204
```

Energy relative to the best compared isomer or geometry (same formula, charge and spin) (kcal per mole): 9.9
2S+1: 1
Charge: 0
HOMO level (eV): -8.22
SMILES: Cc1cc[nH]c1
Molar mass (g/mol): 81.12
E_tot (Ha): -249.45748
Gap between HOMO and LUMO (eV): 9.289

***

Record 3
The following is a DFT calculation (ωB97M-V/def2-TZVPD) of C2H4N2OS2 in the gas phase.

The geometry in XYZ format:
```
11
Properties=species:S:1:pos:R:3:nbo_charge:R:1
N -1.76 -0.48 -0.40 -0.783
C -0.53 -0.82 0.04 0.190
S -0.14 -2.36 0.22 -0.059
N 0.42 0.28 0.20 -0.175
O -0.17 1.61 0.09 -0.552
C 1.73 0.24 0.09 -0.103
S 2.86 -0.91 -0.18 -0.038
H -1.81 0.45 -0.71 0.401
H -2.51 -1.16 -0.58 0.432
H -0.20 1.93 1.02 0.485
H 2.11 1.21 0.21 0.203
```

Energy relative to the best compared isomer or geometry (same formula, charge and spin) (kcal per mole): 57.2
2S+1: 1
Charge: 0
HOMO level (eV): -7.93
SMILES: NC(=S)N(O)C=S
Molar mass (g/mol): 136.20
E_tot (Ha): -1059.65218
Gap between HOMO and LUMO (eV): 7.878

***

Record 4
The following is a DFT calculation (ωB97M-V/def2-TZVPD) of a molecular structure, C26H17ClCoN5O8S2.

The geometry in XYZ format:
```
60
Properties=species:S:1:pos:R:3:nbo_charge:R:1
Co 0.84 0.86 -0.16 1.482
Cl -1.82 -5.83 -0.02 -0.037
C -1.03 -4.30 0.28 -0.113
C -0.93 -3.82 1.60 -0.186
C -0.31 -2.63 1.85 -0.273
C 0.24 -1.82 0.82 0.415
O 0.78 -0.70 1.13 -0.812
C 0.14 -2.34 -0.51 -0.191
C 0.63 -1.66 -1.68 0.229
N 1.21 -0.52 -1.70 -0.580
C 1.59 0.06 -2.92 0.151
C 1.93 -0.60 -4.07 -0.233
C 2.28 0.10 -5.24 -0.190
C 2.31 1.47 -5.26 -0.212
C 1.99 2.19 -4.09 -0.103
C 2.01 3.60 -4.01 -0.123
C 1.70 4.23 -2.84 -0.263
C 1.39 3.44 -1.71 0.093
N 1.36 2.13 -1.76 -0.502
C 1.65 1.49 -2.92 0.225
C -0.50 -3.57 -0.74 -0.167
H -1.37 -4.40 2.41 0.220
H -0.26 -2.24 2.86 0.217
H 0.43 -2.18 -2.62 0.169
H 1.94 -1.68 -4.09 0.215
H 2.53 -0.46 -6.13 0.211
H 2.58 2.01 -6.16 0.208
H 2.26 4.17 -4.90 0.210
H 1.70 5.30 -2.75 0.220
H 1.15 3.88 -0.75 0.227
H -0.60 -3.93 -1.76 0.218
O -0.96 2.04 3.12 -0.712
C -0.93 1.77 1.92 0.793
O 0.01 2.21 1.14 -0.865
C -1.99 0.84 1.36 -0.283
C -2.97 0.46 2.24 -0.096
C -4.00 -0.40 1.84 -0.087
C -4.04 -0.92 0.57 -0.111
C -3.05 -0.56 -0.33 -0.130
C -1.99 0.35 0.00 0.530
O -1.12 0.70 -0.85 -0.769
N -3.13 -1.19 -1.64 0.537
O -2.15 -1.20 -2.37 -0.389
O -4.21 -1.66 -1.99 -0.427
N -5.02 -0.79 2.79 0.537
O -5.93 -1.50 2.41 -0.419
O -4.94 -0.37 3.94 -0.413
H -2.93 0.84 3.25 0.266
H -4.82 -1.60 0.27 0.268
S 3.37 1.46 0.71 -0.260
C 2.99 1.05 2.29 -0.003
N 1.96 1.49 2.97 -0.577
C 1.63 0.82 4.21 -0.219
C 2.93 0.20 4.72 -0.542
S 3.94 -0.07 3.24 0.293
H 1.24 2.05 2.48 0.473
H 0.87 0.07 4.02 0.220
H 1.21 1.55 4.91 0.224
H 2.75 -0.75 5.20 0.229
H 3.46 0.86 5.41 0.210
```

2S+1: 4
Charge: -1
HOMO level (spin up / spin down) (eV): -5.19 / -5.23
Molar mass (g/mol): 685.97
E_tot (Ha): -4516.11288
Gap between HOMO and LUMO (spin up / spin down) (eV): 6.845 / 6.852

***

Record 5
The following is a DFT calculation (ωB97M-V/def2-TZVPD) of a molecular structure, C11H91BO35P.

The geometry in XYZ format:
```
139
Properties=species:S:1:pos:R:3:mulliken_charge:R:1
C 0.38 -2.71 2.73 -1.149
C -0.38 -3.21 1.46 -0.222
C 0.30 -2.77 0.16 0.190
C -0.71 -2.20 -0.87 -1.516
O -1.48 -1.18 -0.32 0.068
P -0.87 0.47 -0.68 1.674
C -0.05 0.58 1.05 -0.508
C -0.52 1.75 1.95 -1.250
O -1.54 0.40 -2.30 -0.645
C -2.77 -0.21 -2.53 -0.565
C -4.02 0.47 -1.89 -0.407
C -4.50 -0.38 -0.68 -0.463
B -0.26 2.32 -1.11 1.416
O -1.13 3.13 -1.82 -0.601
O 1.00 2.86 -0.73 -0.673
C 1.95 2.66 -1.81 -0.028
C 3.07 1.75 -1.28 -0.374
H -0.28 -2.22 3.45 0.108
H 0.89 -3.56 3.20 0.204
H 1.09 -1.96 2.42 0.462
H -1.36 -2.73 1.52 -0.216
H -0.54 -4.29 1.52 0.714
H 0.70 -3.69 -0.31 0.288
H 1.17 -2.13 0.31 0.056
H -1.39 -3.05 -1.08 0.129
H -0.24 -1.95 -1.83 0.542
H 0.41 -0.05 -1.18 -0.859
H -2.06 1.07 -0.10 -0.897
H 1.03 0.68 0.92 0.491
H -0.21 -0.35 1.61 0.163
H 0.23 2.54 1.94 0.156
H -1.53 2.11 1.73 0.256
H -0.54 1.38 2.98 0.403
H -2.80 -1.30 -2.38 0.044
H -2.95 -0.11 -3.62 0.479
H -3.68 1.43 -1.51 0.247
H -4.79 0.61 -2.65 0.206
H -3.88 -0.11 0.17 0.366
H -5.57 -0.19 -0.50 0.029
H -4.35 -1.44 -0.91 0.146
H -1.03 4.05 -1.53 0.254
H 1.41 2.19 -2.63 0.255
H 2.39 3.63 -2.06 0.253
H 3.09 1.91 -0.19 0.429
H 4.04 1.98 -1.70 -0.170
H 2.77 0.72 -1.45 -0.184
O 2.81 -2.08 -1.23 -0.390
H 2.69 -1.76 -2.13 0.143
H 3.26 -2.93 -1.35 0.265
O 3.62 -4.44 2.77 -0.657
H 3.16 -4.20 3.57 0.314
H 3.18 -3.93 2.08 0.320
O 5.30 3.86 -3.10 -0.449
H 5.16 4.71 -2.64 0.330
H 5.31 4.10 -4.03 0.208
O 5.51 -2.38 0.33 -0.578
H 4.62 -2.32 -0.05 0.314
H 5.37 -2.64 1.25 0.281
O 1.29 -0.17 4.11 -0.729
H 0.82 0.08 4.91 0.289
H 0.85 0.33 3.41 0.179
O -6.92 -1.36 -2.70 -0.666
H -6.91 -0.42 -2.93 0.362
H -6.04 -1.67 -2.95 0.285
O -1.55 0.17 4.52 -0.166
H -2.32 0.39 3.99 0.200
H -1.72 0.61 5.37 0.011
O 5.48 0.15 -2.08 -0.550
H 6.01 0.83 -1.44 0.454
H 5.43 -0.66 -1.57 0.084
O 0.01 5.84 -0.39 -0.692
H 0.41 4.97 -0.51 0.305
H -0.12 5.91 0.57 0.297
O -7.39 -1.60 -5.54 -0.639
H -6.99 -2.47 -5.64 0.303
H -7.56 -1.53 -4.59 0.367
O 8.04 -2.03 -2.01 -0.642
H 7.38 -1.92 -1.31 0.321
H 7.69 -1.50 -2.74 0.326
O 9.27 0.33 -0.50 -0.680
H 9.37 -0.56 -0.14 0.315
H 9.42 0.20 -1.45 0.315
O -1.80 2.81 5.68 -0.561
H -1.86 3.69 6.07 0.275
H -1.74 2.98 4.73 0.241
O 7.99 3.01 -3.12 -0.642
H 8.60 2.75 -2.43 0.235
H 7.19 2.46 -2.98 0.494
O -3.00 -0.60 6.82 -0.494
H -2.64 -1.48 6.72 0.260
H -3.17 -0.52 7.76 0.270
O -5.87 0.12 2.24 -0.600
H -5.88 -0.63 2.85 0.298
H -6.54 -0.10 1.59 0.292
O 6.50 -5.53 2.37 -0.617
H 5.57 -5.26 2.46 0.325
H 6.55 -5.91 1.49 0.311
O 6.08 6.35 -1.95 -0.643
H 6.01 7.29 -2.11 0.306
H 6.96 6.12 -2.25 0.298
O -8.99 -3.65 -3.63 -0.637
H -9.69 -3.42 -4.25 0.333
H -9.06 -2.98 -2.94 0.290
O 1.40 -3.55 -3.33 -0.656
H 0.53 -3.46 -3.74 0.313
H 1.21 -3.79 -2.42 0.316
O -4.27 -2.47 8.55 -0.571
H -4.33 -3.19 9.18 0.285
H -4.95 -2.65 7.90 0.313
O -0.30 1.22 7.75 -0.635
H -0.13 0.41 7.27 0.323
H -0.63 1.83 7.08 0.346
O -4.55 3.30 6.32 -0.638
H -4.16 2.42 6.22 0.335
H -4.72 3.39 7.26 0.302
O 7.08 1.54 -1.41 -0.699
H 6.91 2.49 -1.53 0.352
H 8.04 1.45 -1.51 0.311
O 7.46 8.80 -2.38 -0.581
H 7.25 9.73 -2.50 0.283
H 8.41 8.75 -2.52 0.289
O -4.91 -2.82 3.55 -0.619
H -4.22 -2.65 2.90 0.340
H -4.57 -3.57 4.06 0.282
O -8.37 -6.52 -2.47 -0.655
H -8.50 -5.58 -2.66 0.359
H -7.43 -6.65 -2.58 0.308
O -8.74 0.78 -2.75 -0.620
H -9.66 0.80 -3.03 0.293
H -8.78 0.57 -1.81 0.312
O -11.54 -5.00 -4.42 -0.635
H -10.92 -5.50 -3.87 0.334
H -12.39 -5.09 -3.97 0.303
O 8.43 5.77 -4.44 -0.620
H 8.32 4.93 -3.97 0.328
H 8.05 5.60 -5.31 0.299
O 3.17 1.05 -4.27 -0.693
H 3.84 0.78 -3.62 0.329
H 2.38 0.58 -4.02 0.285
```

2S+1: 1
Charge: -1
HOMO level (eV): -4.21
Molar mass (g/mol): 825.60
E_tot (Ha): -3473.24824
Gap between HOMO and LUMO (eV): 5.674